# 1
A 2-piece molecular cluster, FN2O2 overall at a distorted geometry, computed with ωB97M-V/def2-TZVPD.

Results
- lowest unoccupied orbital energy (spin up / spin down) (eV) = 2.34 / 2.38
- HOMO (spin up / spin down) (eV) = -2.36 / -2.43
- total charge = -1
- relative energy (zero: lowest compared OMol25 entry of this formula, charge and spin) (kJ/mol) = 280.85

Last column: Löwdin charge in e.
CARTESIAN COORDINATES (ANGSTROEM)
1 N 1.437 -1.435 -0.845  0.156
2 N -0.871 1.074 0.337  -0.458
3 O -0.873 2.138 -0.309  -0.255
4 O -1.124 1.013 1.549  -0.252
5 F 1.430 -2.791 -0.733  -0.192

=====

# 2
A 2-piece molecular cluster, C2H6O3 overall, computed with ωB97M-V/def2-TZVPD.

Results
- lowest unoccupied orbital energy (eV) = 1.00
- HOMO (eV) = -9.96
- relative energy (zero: lowest compared OMol25 entry of this formula, charge and spin) (kJ/mol) = 388.49

Last column: Löwdin charge in e.
CARTESIAN COORDINATES (ANGSTROEM)
1 C 0.186 -0.386 -1.390  -0.046
2 C -0.221 1.055 -1.362  -0.309
3 O -0.642 1.607 -0.382  0.041
4 O 0.659 -0.720 2.419  -0.097
5 O -0.711 -0.393 2.276  -0.096
6 H -0.719 -0.991 -1.464  0.092
7 H 0.829 -0.617 -2.232  0.073
8 H 0.678 -0.656 -0.455  0.076
9 H -0.105 1.594 -2.320  0.116
10 H -0.719 0.237 1.530  0.062
11 H 0.766 -0.729 3.380  0.089

=====

# 3
C5H12O2 as an isolated structure, computed with ωB97M-V/def2-TZVPD.

Results
- lowest unoccupied orbital energy (eV) = 0.66
- HOMO (eV) = -8.65
- relative energy (zero: lowest compared OMol25 entry of this formula, charge and spin) (kJ/mol) = 444.18

Last column: Löwdin charge in e.
CARTESIAN COORDINATES (ANGSTROEM)
1 C 2.414 0.358 1.421  -0.095
2 C 0.894 0.331 1.248  -0.205
3 C 0.601 -0.289 -0.103  -0.417
4 O 0.677 -1.620 -0.204  -0.120
5 C -1.234 0.235 -0.513  -0.352
6 C -1.708 -0.282 -1.862  -0.050
7 O -2.142 0.057 0.541  -0.015
8 H 2.831 -0.644 1.277  0.080
9 H 2.879 1.030 0.690  0.076
10 H 2.691 0.708 2.420  0.073
11 H 0.424 -0.298 2.010  0.125
12 H 0.479 1.342 1.327  0.115
13 H 0.998 0.309 -0.949  0.146
14 H -0.464 -0.906 -0.312  0.126
15 H -0.939 1.286 -0.570  0.137
16 H -1.935 -1.355 -1.820  0.096
17 H -2.603 0.256 -2.194  0.088
18 H -0.925 -0.141 -2.613  0.093
19 H -2.937 -0.377 0.205  0.099

=====

# 4
C17H21N3O2W as an isolated structure at a distorted geometry, computed with ωB97M-V/def2-TZVPD.

Results
- lowest unoccupied orbital energy (spin up / spin down) (eV) = -8.12 / -8.27
- HOMO (spin up / spin down) (eV) = -15.43 / -15.93
- total charge = +2
- 2S+1 = 3
- relative energy (zero: lowest compared OMol25 entry of this formula, charge and spin) (kJ/mol) = 4.38

Last column: Löwdin charge in e.
CARTESIAN COORDINATES (ANGSTROEM)
1 C 2.350 0.349 0.597  -0.301
2 C 2.707 -0.443 1.916  -0.127
3 H 2.382 -0.297 -0.317  0.095
4 H 3.263 0.892 0.281  0.145
5 H 1.805 1.326 0.770  0.122
6 H 2.856 -1.524 1.760  0.079
7 H 3.707 -0.051 2.147  0.106
8 H 2.098 -0.206 2.802  0.076
9 C 1.150 0.552 -2.282  -0.055
10 C 0.879 0.879 -3.604  0.008
11 C -0.239 0.361 -4.247  0.031
12 C -1.087 -0.459 -3.532  0.049
13 H 2.050 0.916 -1.791  0.112
14 H 1.568 1.546 -4.109  0.135
15 H -0.447 0.607 -5.284  0.144
16 H -1.979 -0.887 -3.973  0.128
17 N 0.262 -0.187 -1.528  -0.056
18 C -0.869 -0.691 -2.170  -0.160
19 C -1.894 -1.217 -1.305  -0.183
20 N -1.652 -1.045 0.033  -0.066
21 C -2.634 -1.299 0.944  -0.066
22 C -4.106 -2.067 -0.807  0.017
23 C -3.845 -1.847 0.543  0.006
24 H -2.400 -1.062 1.978  0.132
25 H -4.568 -2.102 1.302  0.130
26 C -3.135 -1.718 -1.730  0.046
27 H -3.285 -1.821 -2.798  0.124
28 H -5.050 -2.502 -1.137  0.142
29 W 0.328 -0.310 0.564  1.629
30 C 0.455 -2.085 1.622  -0.232
31 H -0.445 -2.689 1.488  0.021
32 H 0.551 -1.898 2.699  0.060
33 H 1.311 -2.703 1.329  0.047
34 O 0.577 1.709 3.282  0.077
35 C -0.167 2.175 2.422  -0.440
36 C -0.909 3.503 2.444  -0.067
37 C -1.743 3.533 1.185  -0.071
38 C -1.340 2.308 0.394  -0.439
39 O -1.662 1.998 -0.744  0.075
40 N -0.461 1.536 1.196  -0.049
41 H -1.523 3.580 3.348  0.144
42 H -0.180 4.326 2.452  0.145
43 H -2.818 3.496 1.406  0.145
44 H -1.573 4.436 0.588  0.142

=====

# 5
An isolated ion of composition C5H11N3 and charge +2 at a distorted geometry, computed with ωB97M-V/def2-TZVPD.

Results
- lowest unoccupied orbital energy (eV) = -9.77
- HOMO (eV) = -19.39
- total charge = +2
- relative energy (zero: lowest compared OMol25 entry of this formula, charge and spin) (kJ/mol) = 576.97

Last column: Löwdin charge in e.
CARTESIAN COORDINATES (ANGSTROEM)
1 C -2.032 0.123 0.479  -0.046
2 C -1.622 1.318 0.301  0.342
3 C -1.325 -1.088 -0.030  -0.046
4 C 1.431 1.150 -0.175  -0.100
5 C 1.345 -1.020 0.313  -0.013
6 N 1.605 0.201 0.858  0.020
7 N 0.146 0.698 -0.832  0.052
8 N -0.018 -0.685 -0.655  -0.019
9 H -2.966 -0.066 1.019  0.180
10 H -1.594 2.382 0.368  0.123
11 H -1.146 -1.790 0.795  0.154
12 H -1.970 -1.594 -0.758  0.164
13 H 1.345 2.178 0.179  0.157
14 H 2.245 1.084 -0.912  0.159
15 H 2.078 -1.322 -0.440  0.154
16 H 1.139 -1.825 1.013  0.154
17 H 1.242 0.420 1.779  0.167
18 H 0.005 1.061 -1.774  0.190
19 H 0.091 -1.224 -1.527  0.210

=====

# 6
A 2-piece molecular cluster, C5H14 overall at a distorted geometry, computed with ωB97M-V/def2-TZVPD.

Results
- lowest unoccupied orbital energy (eV) = 1.12
- HOMO (eV) = -10.97
- relative energy (zero: lowest compared OMol25 entry of this formula, charge and spin) (kJ/mol) = 133.18

Last column: Löwdin charge in e.
CARTESIAN COORDINATES (ANGSTROEM)
1 C -0.757 1.414 -1.646  -0.331
2 C 0.566 0.686 -1.539  -0.128
3 C -2.117 0.667 -1.306  -0.111
4 H -0.835 1.991 -2.678  0.129
5 H -0.723 2.237 -0.985  0.060
6 H 1.336 0.916 -2.225  0.053
7 H 0.863 0.726 -0.499  0.040
8 H -2.982 1.346 -1.535  0.070
9 H -2.084 0.519 -0.150  0.092
10 H 0.289 -0.338 -1.887  0.085
11 H -2.261 -0.243 -1.859  0.043
12 C 0.720 -0.860 1.681  -0.181
13 C 1.516 -1.775 2.671  -0.161
14 H 0.761 0.192 1.792  0.036
15 H 0.975 -0.992 0.620  0.041
16 H -0.338 -1.169 1.826  0.071
17 H 1.756 -2.699 2.059  0.076
18 H 1.041 -1.744 3.628  0.045
19 H 2.633 -1.540 2.724  0.072

=====

# 7
A 7-piece molecular cluster, C27H57F3N6O10 overall at a distorted geometry, computed with ωB97M-V/def2-TZVPD.

Results
- lowest unoccupied orbital energy (eV) = 0.53
- HOMO (eV) = -8.73

Last column: Löwdin charge in e.
CARTESIAN COORDINATES (ANGSTROEM)
1 C -2.820 2.563 1.787  -0.071
2 C -1.386 1.817 1.629  -0.242
3 O -0.540 2.573 0.688  -0.167
4 C 0.806 2.154 0.976  -0.143
5 C 1.731 1.979 -0.315  -0.328
6 O 1.724 2.892 -1.178  0.077
7 O 2.534 0.843 -0.589  -0.054
8 C 3.458 0.546 0.490  -0.173
9 C 3.613 -1.067 0.624  -0.098
10 C 4.867 -1.442 -0.336  -0.203
11 O 5.011 -2.862 -0.572  -0.151
12 C 4.445 -3.267 -1.824  -0.092
13 C 5.264 -2.749 -3.113  -0.363
14 F 5.208 -3.756 -4.104  0.041
15 F 6.568 -2.319 -2.809  0.092
16 F 4.536 -1.620 -3.620  0.042
17 H -2.565 3.678 1.849  0.085
18 H -3.360 2.200 2.738  0.084
19 H -3.427 2.313 0.841  0.054
20 H -1.497 0.772 1.174  0.136
21 H -0.939 1.769 2.679  0.094
22 H 0.764 1.144 1.505  0.118
23 H 1.357 2.880 1.684  0.150
24 H 3.165 0.966 1.506  0.124
25 H 4.485 0.972 0.194  0.137
26 H 3.959 -1.304 1.693  0.120
27 H 2.654 -1.613 0.331  0.125
28 H 4.744 -0.806 -1.273  0.125
29 H 5.804 -1.068 0.207  0.125
30 H 3.316 -3.047 -1.902  0.158
31 H 4.529 -4.417 -1.856  0.151
32 C 6.585 -6.909 -6.962  -0.346
33 O 6.855 -7.857 -7.674  0.010
34 N 6.995 -5.625 -7.172  -0.204
35 C 6.633 -4.545 -6.277  -0.070
36 C 7.821 -5.334 -8.328  -0.049
37 H 5.965 -7.020 -6.058  0.131
38 H 6.077 -3.790 -6.838  0.096
39 H 7.544 -4.100 -5.869  0.094
40 H 6.017 -4.908 -5.460  0.058
41 H 7.280 -5.615 -9.235  0.093
42 H 8.739 -5.924 -8.271  0.092
43 H 8.068 -4.273 -8.363  0.085
44 C -5.051 3.965 -1.384  -0.326
45 O -4.828 3.206 -0.457  -0.017
46 N -4.118 4.423 -2.263  -0.197
47 C -4.457 5.327 -3.343  -0.061
48 C -2.740 3.992 -2.112  -0.031
49 H -6.063 4.352 -1.586  0.133
50 H -4.204 4.854 -4.295  0.090
51 H -3.884 6.250 -3.229  0.090
52 H -5.522 5.564 -3.335  0.084
53 H -2.695 2.903 -2.186  0.098
54 H -2.376 4.290 -1.126  0.091
55 H -2.113 4.438 -2.884  0.091
56 C 8.344 1.221 0.317  -0.343
57 O 7.566 0.841 1.173  -0.002
58 N 9.358 0.479 -0.209  -0.204
59 C 10.246 1.002 -1.228  -0.061
60 C 9.554 -0.877 0.266  -0.041
61 H 8.283 2.234 -0.112  0.132
62 H 10.171 0.376 -2.121  0.089
63 H 11.272 0.980 -0.852  0.089
64 H 9.982 2.028 -1.487  0.084
65 H 8.647 -1.457 0.079  0.087
66 H 9.742 -0.857 1.342  0.094
67 H 10.398 -1.343 -0.245  0.088
68 C -8.521 0.990 -2.095  -0.348
69 O -9.317 0.480 -2.863  0.002
70 N -8.392 0.680 -0.775  -0.199
71 C -7.418 1.333 0.078  -0.047
72 C -9.256 -0.335 -0.207  -0.048
73 H -7.818 1.772 -2.425  0.127
74 H -6.739 0.579 0.484  0.098
75 H -7.941 1.833 0.897  0.094
76 H -6.840 2.070 -0.480  0.047
77 H -9.102 -1.276 -0.740  0.094
78 H -10.298 -0.028 -0.330  0.093
79 H -9.037 -0.474 0.853  0.066
80 C -8.910 -0.292 4.793  -0.345
81 O -8.093 -0.242 3.893  0.009
82 N -10.214 -0.662 4.652  -0.206
83 C -11.132 -0.698 5.772  -0.063
84 C -10.697 -1.033 3.336  -0.049
85 H -8.645 -0.030 5.830  0.130
86 H -11.514 -1.715 5.888  0.089
87 H -11.963 -0.016 5.574  0.089
88 H -10.633 -0.396 6.695  0.083
89 H -10.113 -1.880 2.967  0.095
90 H -10.559 -0.189 2.655  0.082
91 H -11.752 -1.304 3.377  0.089
92 C -0.594 0.010 5.182  -0.336
93 O -0.585 -0.310 4.008  0.005
94 N 0.445 0.589 5.847  -0.203
95 C 0.361 0.944 7.249  -0.062
96 C 1.675 0.859 5.126  -0.043
97 H -1.478 -0.152 5.819  0.134
98 H 0.519 2.020 7.355  0.090
99 H 1.135 0.404 7.800  0.089
100 H -0.616 0.684 7.659  0.084
101 H 1.460 1.528 4.289  0.079
102 H 2.073 -0.079 4.732  0.093
103 H 2.410 1.322 5.785  0.089

=====

# 8
C3H4ClFO as an isolated structure at a distorted geometry, computed with ωB97M-V/def2-TZVPD.

Results
- lowest unoccupied orbital energy (eV) = 0.52
- HOMO (eV) = -9.32
- relative energy (zero: lowest compared OMol25 entry of this formula, charge and spin) (kJ/mol) = 438.71

Last column: Löwdin charge in e.
CARTESIAN COORDINATES (ANGSTROEM)
1 C 1.591 -0.362 0.042  -0.084
2 C -0.630 0.316 -0.038  -0.216
3 C -1.897 0.196 0.237  -0.581
4 H 2.130 -0.052 1.250  0.161
5 H 1.425 0.683 -0.592  0.073
6 H 2.603 -0.837 -0.616  0.136
7 H 0.062 1.115 -0.403  0.107
8 O 0.101 -0.883 0.096  -0.222
9 F -2.813 1.267 0.025  -0.050
10 Cl -2.574 -1.443 0.000  0.676

=====

Number 1: energy -359.63572 Eh. Number 2: energy -305.40457 Eh. Number 3: energy -348.03564 Eh. Number 4: energy -1041.60884 Eh. Number 5: energy -360.58299 Eh. Number 6: energy -198.83843 Eh. Number 7: energy -2443.38758 Eh. Number 8: energy -751.82387 Eh.